Computed, not measured: C3H4N4O as an isolated structure in a non-equilibrium geometry, with wB97M-V/def2-TZVPD.

Gap between HOMO and LUMO   9.274 eV
LUMO energy   -0.10 eV
Total energy   -410.76385 Ha
ΔE to the lowest compared entry with this formula, charge and spin   628.6 kJ/mol
Max |F|   4.73 eV Å⁻¹
Molecular weight   112.09 g mol⁻¹
Highest occupied orbital energy   -9.38 eV

```
! wB97M-V def2-TZVPD RIJCOSX def2/J DEFGRID3
* xyz 0 1
C 1.279 0.247 -1.149
C -0.981 0.094 1.701
C -0.695 -0.069 0.296
H 0.309 -1.484 -1.469
H 2.049 1.356 -1.508
H -1.895 -0.188 2.149
H -1.058 -0.792 -1.412
N 1.045 -0.675 -2.010
N 0.561 0.467 0.134
N -0.033 0.709 2.336
N -1.570 -0.644 -0.441
O 0.988 0.981 1.371
*
```

***

Computed, not measured: C57H67F2N2OP3Rh as an isolated structure, with wB97M-V/def2-TZVPD.

Gap between HOMO and LUMO (spin up / spin down)   7.317 / 7.150 eV
LUMO energy (spin up / spin down)   -1.89 / -3.66 eV
Total energy   -3731.13084 Ha
ΔE to the lowest compared entry with this formula, charge and spin   0.0 kJ/mol
Max |F|   0.70 eV Å⁻¹
Molecular weight   1030.00 g mol⁻¹
Highest occupied orbital energy (spin up / spin down)   -9.21 / -10.81 eV

```
! wB97M-V def2-TZVPD RIJCOSX def2/J DEFGRID3
* xyz 1 5
Rh -0.268 -0.637 -1.137
C -2.674 -3.833 -1.827
N -2.753 -2.535 -1.120
P -2.558 -1.174 -2.218
C -3.501 -1.692 -3.662
C -2.798 -2.020 -4.815
C -3.478 -2.476 -5.936
C -4.857 -2.609 -5.897
C -5.563 -2.282 -4.744
C -4.889 -1.821 -3.628
C -3.527 0.258 -1.622
C -3.967 1.125 -2.628
C -4.533 2.350 -2.315
C -4.678 2.734 -0.990
C -4.245 1.883 0.015
C -3.668 0.660 -0.299
P -1.604 -2.257 0.135
C -2.626 -2.067 1.626
C -1.977 -1.910 2.847
C -2.706 -1.809 4.018
C -4.093 -1.882 3.978
C -4.743 -2.070 2.768
C -4.013 -2.166 1.591
C -0.736 -3.777 0.575
C -1.422 -4.875 1.101
C -0.728 -6.007 1.481
C 0.658 -6.044 1.357
C 1.344 -4.948 0.863
C 0.651 -3.810 0.473
H -3.543 -3.947 -2.471
H -2.683 -4.644 -1.102
H -1.765 -3.918 -2.433
H -1.718 -1.929 -4.830
H -2.932 -2.731 -6.833
H -5.389 -2.970 -6.766
H -6.639 -2.384 -4.721
H -5.437 -1.551 -2.733
H -3.868 0.851 -3.670
H -4.864 3.001 -3.112
H -5.131 3.684 -0.743
H -4.354 2.165 1.054
H -3.315 0.043 0.512
H -0.894 -1.902 2.886
H -2.195 -1.689 4.963
H -4.665 -1.806 4.892
H -5.821 -2.143 2.738
H -4.513 -2.301 0.642
H -2.499 -4.837 1.225
H -1.260 -6.859 1.881
H 1.200 -6.931 1.657
H 2.422 -4.977 0.771
H 1.184 -2.949 0.097
N -0.463 1.318 -1.542
C -0.360 2.406 -2.160
C 0.392 3.522 -1.509
C -0.150 4.153 -0.397
C 0.566 5.159 0.237
C 1.815 5.528 -0.239
C 2.347 4.905 -1.361
C 1.634 3.905 -2.004
C -0.974 2.585 -3.495
C -1.446 3.837 -3.872
C -2.072 3.992 -5.099
C -2.200 2.907 -5.955
C -1.702 1.662 -5.589
C -1.091 1.497 -4.357
H -1.126 3.851 -0.039
H 0.144 5.655 1.102
H 2.373 6.311 0.256
H 3.316 5.202 -1.739
H 2.040 3.417 -2.882
H -1.339 4.681 -3.202
H -2.453 4.961 -5.391
H -2.679 3.034 -6.916
H -1.789 0.822 -6.264
H -0.704 0.529 -4.063
F 0.359 -1.763 -3.868
C 0.999 -1.519 -2.674
F 1.428 -2.739 -2.220
H 1.889 -0.914 -2.901
O 1.531 -0.478 0.254
P 2.258 0.407 1.239
C 3.136 -0.646 2.425
C 2.151 -1.365 3.357
C 2.912 -2.023 4.513
C 4.266 -2.585 4.057
C 4.207 -2.957 2.582
C 4.006 -1.709 1.711
C 1.140 1.556 2.125
C -0.290 1.013 2.215
C -1.224 2.045 2.840
C -0.745 2.519 4.227
C 0.595 1.899 4.607
C 1.636 2.076 3.504
C 3.392 1.505 0.345
C 4.176 0.783 -0.767
C 5.366 1.636 -1.189
C 6.387 1.747 -0.051
C 5.710 1.773 1.329
C 4.310 2.368 1.236
H 3.777 0.003 3.032
H 1.615 -2.116 2.767
H 1.400 -0.684 3.757
H 2.299 -2.821 4.938
H 3.061 -1.289 5.309
H 4.542 -3.447 4.665
H 5.055 -1.842 4.207
H 3.380 -3.659 2.426
H 5.113 -3.475 2.267
H 3.536 -1.989 0.766
H 4.980 -1.278 1.470
H 1.097 2.409 1.436
H -0.308 0.096 2.802
H -0.654 0.749 1.217
H -2.229 1.624 2.901
H -1.292 2.897 2.161
H -1.487 2.278 4.990
H -0.645 3.607 4.233
H 0.458 0.836 4.827
H 0.970 2.347 5.529
H 2.566 1.595 3.810
H 1.867 3.141 3.411
H 2.676 2.175 -0.147
H 3.506 0.592 -1.607
H 4.533 -0.194 -0.437
H 5.005 2.630 -1.470
H 5.838 1.219 -2.080
H 6.988 2.648 -0.187
H 7.082 0.906 -0.100
H 6.315 2.344 2.035
H 5.647 0.760 1.738
H 4.379 3.367 0.796
H 3.881 2.515 2.228
*
```

***

Computed, not measured: C21H29IrN3O2SSi as an isolated structure in a non-equilibrium geometry, with wB97M-V/def2-TZVPD.

Gap between HOMO and LUMO (spin up / spin down)   4.995 / 4.778 eV
LUMO energy (spin up / spin down)   -8.87 / -8.88 eV
Total energy   -1923.79531 Ha
ΔE to the lowest compared entry with this formula, charge and spin   159.9 kJ/mol
Max |F|   3.92 eV Å⁻¹
Molecular weight   607.85 g mol⁻¹
Highest occupied orbital energy (spin up / spin down)   -13.86 / -13.65 eV

```
! wB97M-V def2-TZVPD RIJCOSX def2/J DEFGRID3
* xyz 2 2
Ir 0.603 -0.135 -0.026
C -0.068 3.708 -2.123
C -0.330 2.643 -1.099
O 0.643 1.916 -0.786
C -1.645 2.499 -0.517
C -2.688 3.359 -0.912
C -3.959 3.229 -0.417
C -4.238 2.217 0.510
C -3.243 1.374 0.939
C -1.920 1.486 0.459
O -1.025 0.674 0.969
H 0.958 3.629 -2.471
H -0.222 4.704 -1.707
H -0.743 3.584 -2.971
H -2.485 4.139 -1.633
H -4.741 3.895 -0.752
H -5.244 2.091 0.886
H -3.442 0.592 1.660
C -0.492 -3.162 0.683
Si -0.315 -2.925 -1.188
C -1.711 -1.806 -1.799
C -0.233 -4.535 -2.129
N 1.074 -1.807 -1.247
C 2.224 -1.808 -1.927
C 2.585 -2.876 -2.807
C 3.778 -2.846 -3.480
C 4.663 -1.774 -3.323
C 4.336 -0.708 -2.472
C 3.151 -0.721 -1.793
H -1.440 -3.649 0.921
H -0.480 -2.193 1.196
H 0.316 -3.774 1.091
H -2.672 -2.308 -1.669
H -1.600 -1.563 -2.858
H -1.750 -0.864 -1.237
H -1.154 -5.087 -1.931
H 0.600 -5.169 -1.820
H -0.175 -4.383 -3.208
H 1.909 -3.709 -2.933
H 4.038 -3.661 -4.141
H 5.600 -1.766 -3.861
H 5.022 0.120 -2.358
H 2.878 0.104 -1.138
C 1.066 2.828 2.903
N 0.505 1.577 3.367
C -0.502 1.546 4.436
C -0.770 0.042 4.628
N 0.225 -0.557 3.736
C 0.880 0.360 3.039
S 2.106 -0.033 1.869
H 0.262 3.552 2.770
H 1.575 2.680 1.954
H 1.775 3.225 3.632
H -1.390 2.097 4.128
H -0.097 2.022 5.330
H -1.773 -0.242 4.311
H -0.620 -0.287 5.654
H 0.395 -1.546 3.662
*
```

***

Computed, not measured: C3H5FeO4 as an isolated structure in a non-equilibrium geometry, with wB97M-V/def2-TZVPD.

Gap between HOMO and LUMO (spin up / spin down)   6.454 / 9.000 eV
LUMO energy (spin up / spin down)   0.47 / 0.21 eV
Total energy   -1681.88561 Ha
ΔE to the lowest compared entry with this formula, charge and spin   55.0 kJ/mol
Max |F|   2.60 eV Å⁻¹
Molecular weight   160.91 g mol⁻¹
Highest occupied orbital energy (spin up / spin down)   -5.99 / -8.79 eV

```
! wB97M-V def2-TZVPD RIJCOSX def2/J DEFGRID3
* xyz 0 6
O 0.796 0.514 0.717
C -0.519 0.642 0.532
C 1.233 -0.765 0.243
O -1.166 1.530 1.116
O -1.079 -0.531 0.217
C -0.076 -1.549 0.112
Fe -1.724 2.885 -0.216
H 1.922 -1.189 0.980
H 1.747 -0.630 -0.716
H -0.224 -2.274 0.921
H -0.188 -2.041 -0.860
O -0.326 2.063 -1.206
H -0.396 1.348 -1.840
*
```

***

Computed, not measured: one molecule with the formula CH6FPSi2 in a non-equilibrium geometry, with wB97M-V/def2-TZVPD.

Gap between HOMO and LUMO (spin up / spin down)   5.716 / 7.079 eV
LUMO energy (spin up / spin down)   -0.68 / -2.30 eV
Total energy   -1061.71717 Ha
ΔE to the lowest compared entry with this formula, charge and spin   27.1 kJ/mol
Max |F|   3.74 eV Å⁻¹
Molecular weight   124.20 g mol⁻¹
Highest occupied orbital energy (spin up / spin down)   -6.39 / -9.38 eV

```
! wB97M-V def2-TZVPD RIJCOSX def2/J DEFGRID3
* xyz 0 3
C -1.064 0.900 0.310
F 3.005 -1.426 0.304
Si 0.764 1.029 0.224
Si -1.937 -0.734 -0.012
P 3.168 0.112 -0.258
H -1.507 1.552 1.048
H 2.819 -0.254 -1.578
H 1.294 2.397 0.343
H -1.682 -1.800 0.981
H -1.472 -1.247 -1.309
H -3.389 -0.529 -0.053
*
```

***

Computed, not measured: C26H40B2Br21N2O10 as an isolated structure in a non-equilibrium geometry, with wB97M-V/def2-TZVPD.

Gap between HOMO and LUMO   5.280 eV
LUMO energy   1.07 eV
Total energy   -55980.61789 Ha
ΔE to the lowest compared entry with this formula, charge and spin   0.0 kJ/mol
Max |F|   4.26 eV Å⁻¹
Molecular weight   2240.22 g mol⁻¹
Highest occupied orbital energy   -4.21 eV

```
! wB97M-V def2-TZVPD RIJCOSX def2/J DEFGRID3
* xyz -1 1
C -1.076 1.158 4.335
C -0.789 1.694 3.287
C -0.126 2.118 1.988
C -0.305 1.078 0.877
C 0.174 -0.279 1.444
C 1.546 -0.232 2.140
O 2.038 -1.591 2.298
C 2.713 -2.002 1.208
C 2.192 -3.245 0.517
O 3.702 -1.465 0.780
O -1.673 0.798 0.646
B -1.887 0.203 -0.693
O -2.954 0.807 -1.537
C -3.764 1.716 -0.871
C -4.771 1.018 0.076
O -5.389 -0.040 -0.675
C -6.789 0.000 -0.573
C -7.301 -0.189 0.882
B -2.321 -1.471 -0.727
N -2.821 -2.102 0.549
O -2.285 -2.260 -1.880
O -0.461 0.252 -1.225
C 0.153 1.408 -0.589
C 1.630 1.092 -0.917
C 2.649 2.226 -0.581
C 3.677 2.492 -1.680
O 3.794 3.576 -2.169
O 4.486 1.458 -2.055
N -0.511 2.508 -1.295
C -0.624 3.759 -0.533
C 0.062 2.800 -2.560
C -0.157 1.871 -3.737
O 0.763 3.767 -2.743
H -1.578 0.894 5.231
H 0.943 2.365 2.196
H -0.588 3.082 1.774
H 0.257 -1.020 0.646
H -0.564 -0.693 2.124
H 1.456 0.152 3.158
H 2.285 0.396 1.637
H 1.320 -3.021 -0.104
H 2.977 -3.635 -0.136
H 1.879 -4.019 1.220
H -3.225 2.529 -0.361
H -4.392 2.199 -1.639
H -4.280 0.637 0.974
H -5.548 1.765 0.288
H -7.163 -0.862 -1.138
H -7.237 0.884 -1.051
H -7.752 0.743 1.231
H -6.485 -0.516 1.524
H -8.085 -0.951 0.903
H -3.829 -2.227 0.470
H -2.360 -2.994 0.712
H -1.531 -2.010 -2.420
H 1.737 0.797 -1.963
H 1.953 0.216 -0.358
H 2.216 3.181 -0.305
H 3.245 1.893 0.286
H 4.455 0.820 -1.329
H -1.427 3.615 0.207
H -0.974 4.574 -1.167
H 0.293 4.119 -0.053
H 0.689 2.024 -4.414
H -0.129 0.824 -3.440
H -1.055 2.114 -4.306
C -1.457 -6.494 1.635
Br -3.180 -6.647 2.488
Br -1.429 -5.065 0.343
Br -0.035 -6.319 2.928
H -1.286 -7.416 1.098
C -2.112 6.704 1.872
Br -0.216 6.801 1.540
Br -2.867 5.039 1.262
Br -2.521 7.034 3.730
H -2.577 7.493 1.299
C 2.404 4.875 4.460
Br 3.730 4.120 5.644
Br 3.219 5.702 2.916
Br 1.072 3.571 3.953
H 1.901 5.658 5.010
C -6.931 -4.359 -2.447
Br -8.305 -3.028 -2.192
Br -7.216 -5.376 -4.066
Br -5.184 -3.575 -2.377
H -7.004 -5.054 -1.622
C 7.182 -3.401 0.382
Br 8.579 -4.116 1.502
Br 7.899 -2.495 -1.161
Br 5.900 -4.750 -0.114
H 6.651 -2.662 0.966
C -0.306 -2.320 -5.718
Br 0.204 -1.410 -4.100
Br 0.211 -4.181 -5.693
Br -2.185 -2.106 -6.085
H 0.234 -1.852 -6.530
C 13.006 -3.052 0.886
Br 12.971 -4.098 2.507
Br 13.060 -4.171 -0.683
Br 11.544 -1.802 0.817
H 13.920 -2.477 0.898
*
```